(1)
{"formula": "C3HN4", "method": "the ωB97M-V functional and the def2-TZVPD basis", "elements": ["C", "C", "C", "N", "N", "N", "N", "H"], "xyz": [[-2.17, -0.46, 0.21], [1.24, -1.74, 0.17], [-3.42, -0.82, 0.02], [1.72, -2.71, -0.14], [-4.48, -1.18, -0.18], [0.16, -0.04, 0.43], [-1.01, -0.35, 0.13], [0.50, 0.87, 0.13]], "total_charge": 1, "de_lowest_kcal_mol": 76.2, "orbital_gap_ev": [8.05, 8.05], "energy_ev": -9070.917}

***

(2)
{"formula": "CH4InO4S", "method": "the ωB97M-V functional and the def2-TZVPD basis", "elements": ["C", "O", "S", "O", "O", "O", "H", "H", "H", "H", "In"], "xyz": [[2.21, -0.07, 0.44], [0.80, 0.75, 0.15], [-0.41, 0.35, -0.55], [-1.06, 1.50, -1.33], [-1.65, 0.27, 0.69], [-2.33, -1.05, 0.56], [2.93, 0.52, -0.13], [2.29, 0.03, 1.52], [2.07, -1.08, 0.08], [-1.89, -1.60, -0.14], [-2.96, 0.40, -1.30]], "total_charge": 3, "orbital_gap_ev": 5.54, "energy_ev": -25254.165}

***

(3)
{"formula": "C48H96O24", "method": "the ωB97M-V functional and the def2-TZVPD basis", "elements": ["C", "C", "O", "C", "C", "O", "H", "H", "H", "H", "H", "H", "H", "H", "C", "C", "O", "C", "C", "O", "H", "H", "H", "H", "H", "H", "H", "H", "C", "C", "O", "C", "C", "O", "H", "H", "H", "H", "H", "H", "H", "H", "C", "C", "O", "C", "C", "O", "H", "H", "H", "H", "H", "H", "H", "H", "C", "C", "O", "C", "C", "O", "H", "H", "H", "H", "H", "H", "H", "H", "C", "C", "O", "C", "C", "O", "H", "H", "H", "H", "H", "H", "H", "H", "C", "C", "O", "C", "C", "O", "H", "H", "H", "H", "H", "H", "H", "H", "C", "C", "O", "C", "C", "O", "H", "H", "H", "H", "H", "H", "H", "H", "C", "C", "O", "C", "C", "O", "H", "H", "H", "H", "H", "H", "H", "H", "C", "C", "O", "C", "C", "O", "H", "H", "H", "H", "H", "H", "H", "H", "C", "C", "O", "C", "C", "O", "H", "H", "H", "H", "H", "H", "H", "H", "C", "C", "O", "C", "C", "O", "H", "H", "H", "H", "H", "H", "H", "H"], "xyz": [[1.67, 2.98, 2.56], [1.34, 1.82, 3.46], [1.29, 2.35, 4.84], [0.50, 1.66, 5.67], [0.68, 2.11, 7.06], [0.03, 0.59, 5.34], [1.51, 2.64, 1.52], [2.72, 3.20, 2.70], [1.07, 3.90, 2.69], [0.32, 1.43, 3.25], [2.03, 1.01, 3.36], [-0.04, 1.56, 7.70], [0.57, 3.17, 7.21], [1.68, 1.85, 7.38], [-2.46, -3.84, 0.91], [-3.75, -4.55, 1.10], [-3.69, -5.58, 2.11], [-4.26, -5.32, 3.35], [-3.88, -6.47, 4.21], [-5.00, -4.43, 3.56], [-2.53, -3.04, 0.18], [-1.63, -4.51, 0.62], [-2.11, -3.28, 1.77], [-4.55, -3.80, 1.29], [-3.98, -5.10, 0.19], [-2.92, -6.28, 4.68], [-3.77, -7.36, 3.65], [-4.60, -6.63, 5.02], [4.70, -1.59, 3.73], [5.15, -0.19, 3.89], [5.29, 0.41, 2.62], [5.05, 1.73, 2.60], [5.22, 2.31, 1.22], [4.79, 2.38, 3.61], [4.48, -2.11, 4.68], [5.38, -2.30, 3.23], [3.82, -1.66, 3.07], [4.36, 0.33, 4.48], [6.09, -0.12, 4.47], [6.08, 1.94, 0.69], [5.13, 3.39, 1.34], [4.32, 1.99, 0.64], [1.26, 6.94, -5.04], [0.80, 5.68, -5.61], [1.27, 4.65, -4.71], [1.11, 3.35, -5.11], [1.73, 2.36, -4.16], [0.50, 3.10, -6.11], [0.93, 7.82, -5.57], [2.33, 7.04, -4.79], [0.87, 6.97, -4.01], [-0.27, 5.70, -5.69], [1.25, 5.53, -6.61], [2.42, 2.79, -3.45], [2.23, 1.59, -4.71], [0.91, 2.00, -3.53], [3.93, 0.09, -1.93], [4.11, -0.41, -3.34], [5.41, -0.92, -3.40], [5.75, -1.28, -4.66], [7.13, -1.79, -4.69], [5.05, -1.18, -5.64], [2.93, 0.50, -1.77], [4.60, 0.93, -1.76], [4.09, -0.68, -1.14], [3.35, -1.15, -3.64], [4.03, 0.44, -4.02], [7.13, -2.89, -4.41], [7.84, -1.37, -4.04], [7.37, -1.75, -5.77], [-1.47, -1.66, 3.61], [-0.16, -2.23, 4.10], [0.02, -3.57, 3.53], [-0.56, -4.57, 4.19], [-0.12, -5.99, 3.81], [-1.31, -4.34, 5.09], [-1.66, -0.69, 4.14], [-2.36, -2.30, 3.77], [-1.43, -1.32, 2.58], [0.62, -1.59, 3.69], [-0.12, -2.27, 5.16], [0.91, -6.17, 4.15], [-0.14, -6.11, 2.72], [-0.72, -6.81, 4.18], [-3.73, 3.54, -0.51], [-4.32, 2.64, -1.55], [-3.72, 1.41, -1.73], [-4.39, 0.28, -1.32], [-3.48, -0.82, -1.26], [-5.54, 0.23, -1.02], [-4.41, 4.38, -0.35], [-2.74, 3.92, -0.72], [-3.65, 3.04, 0.48], [-5.37, 2.47, -1.29], [-4.31, 3.17, -2.48], [-3.90, -1.66, -1.75], [-3.22, -1.02, -0.23], [-2.48, -0.65, -1.71], [-0.82, 6.24, -0.81], [0.64, 6.07, -1.04], [0.98, 4.73, -0.65], [2.19, 4.21, -1.01], [3.27, 5.20, -1.34], [2.27, 3.02, -1.02], [-1.37, 5.50, -1.40], [-1.07, 7.30, -0.92], [-1.02, 5.90, 0.21], [0.80, 6.25, -2.10], [1.23, 6.82, -0.44], [3.13, 5.62, -2.33], [4.17, 4.61, -1.30], [3.33, 5.95, -0.56], [-1.39, -4.42, -2.52], [-0.51, -5.53, -2.06], [-1.19, -6.45, -1.20], [-0.55, -6.96, -0.16], [-1.45, -7.95, 0.57], [0.56, -6.63, 0.16], [-0.79, -3.85, -3.19], [-1.67, -3.69, -1.81], [-2.22, -4.77, -3.11], [-0.11, -6.09, -2.86], [0.39, -5.06, -1.58], [-2.10, -7.36, 1.24], [-0.84, -8.54, 1.24], [-2.00, -8.55, -0.17], [-0.59, 1.32, 0.01], [0.52, 0.60, -0.77], [0.44, -0.87, -0.67], [1.12, -1.38, 0.39], [0.96, -2.91, 0.48], [1.81, -0.67, 1.12], [-1.60, 1.08, -0.28], [-0.50, 2.41, 0.00], [-0.51, 0.91, 1.03], [0.41, 0.77, -1.87], [1.43, 1.03, -0.36], [0.11, -3.26, -0.14], [0.91, -3.24, 1.51], [1.94, -3.29, 0.20], [-2.36, 1.61, -4.95], [-2.88, 0.20, -4.78], [-2.02, -0.75, -5.48], [-1.00, -1.35, -4.88], [-0.28, -2.38, -5.79], [-0.76, -1.04, -3.75], [-3.06, 2.25, -4.45], [-2.41, 1.87, -6.03], [-1.35, 1.69, -4.54], [-2.90, -0.07, -3.70], [-3.82, -0.02, -5.22], [0.71, -2.66, -5.40], [-0.21, -1.95, -6.79], [-0.88, -3.27, -5.88], [-2.31, 4.11, 3.14], [-2.35, 2.65, 3.19], [-3.69, 2.22, 3.38], [-4.14, 1.10, 2.75], [-5.47, 0.53, 3.21], [-3.44, 0.50, 1.96], [-3.08, 4.47, 2.47], [-1.33, 4.49, 2.85], [-2.63, 4.48, 4.12], [-1.93, 2.19, 2.28], [-1.78, 2.31, 4.08], [-5.17, -0.28, 3.91], [-5.91, -0.06, 2.41], [-6.20, 1.15, 3.73]], "de_lowest_kcal_mol": 24.0, "orbital_gap_ev": 10.29, "smiles": "CCOC(C)=O.CCOC(C)=O.CCOC(C)=O.CCOC(C)=O.CCOC(C)=O.CCOC(C)=O.CCOC(C)=O.CCOC(C)=O.CCOC(C)=O.CCOC(C)=O.CCOC(C)=O.CCOC(C)=O", "energy_ev": -100474.970}

***

(4)
{"formula": "C7H14N2O", "method": "the ωB97M-V functional and the def2-TZVPD basis", "elements": ["H", "N", "N", "C", "O", "C", "C", "H", "H", "H", "H", "H", "C", "C", "C", "C", "H", "H", "H", "H", "H", "H", "H", "H"], "xyz": [[2.23, 1.00, -1.41], [2.53, 0.04, -1.13], [2.22, -0.29, 0.00], [1.49, 0.56, 0.85], [1.04, 1.77, 0.35], [0.68, -0.17, 1.91], [1.94, 0.52, 2.30], [0.25, 1.62, -0.20], [0.68, -1.25, 1.87], [-0.26, 0.29, 2.18], [2.81, -0.07, 2.53], [1.86, 1.46, 2.83], [-1.20, 0.96, -1.56], [-1.41, -0.26, -1.08], [-2.44, -0.53, -0.03], [-0.65, -1.45, -1.55], [-0.49, 1.14, -2.35], [-1.76, 1.81, -1.22], [-2.82, 0.39, 0.42], [-2.03, -1.17, 0.76], [-3.29, -1.07, -0.48], [0.00, -1.83, -0.76], [-0.03, -1.21, -2.41], [-1.34, -2.26, -1.82]], "de_lowest_kcal_mol": 67.5, "orbital_gap_ev": 9.86, "smiles": "[H]/N=N\\C1(O)CC1.C=C(C)C", "energy_ev": -12511.012}

***

(5)
{"formula": "C8H43F6N3O20S2", "method": "the ωB97M-V functional and the def2-TZVPD basis", "elements": ["C", "C", "N", "C", "C", "N", "C", "C", "H", "H", "H", "H", "H", "H", "H", "H", "H", "H", "H", "C", "F", "F", "F", "S", "O", "O", "N", "S", "O", "O", "C", "F", "F", "F", "O", "H", "H", "O", "H", "H", "O", "H", "H", "O", "H", "H", "O", "H", "H", "O", "H", "H", "O", "H", "H", "O", "H", "H", "O", "H", "H", "O", "H", "H", "O", "H", "H", "O", "H", "H", "O", "H", "H", "O", "H", "H", "O", "H", "H", "O", "H", "H"], "xyz": [[2.52, -1.66, 19.58], [1.35, -1.64, 18.61], [0.95, -2.88, 17.96], [-0.33, -3.06, 17.43], [-0.49, -4.37, 17.24], [0.72, -4.99, 17.40], [1.55, -4.08, 17.96], [0.96, -6.42, 17.29], [2.31, -1.86, 20.62], [3.06, -0.71, 19.64], [3.29, -2.36, 19.28], [1.61, -0.92, 17.83], [0.51, -1.11, 19.06], [-1.02, -2.23, 17.36], [-1.36, -4.89, 16.86], [2.47, -4.38, 18.46], [0.49, -6.83, 16.40], [0.43, -6.90, 18.11], [2.02, -6.63, 17.35], [3.02, -2.73, 25.49], [2.30, -1.63, 25.62], [4.24, -2.48, 25.93], [2.47, -3.71, 26.18], [3.18, -3.18, 23.63], [3.26, -1.93, 22.91], [4.32, -4.04, 23.53], [1.70, -3.95, 23.40], [1.91, -4.72, 22.02], [2.69, -4.01, 21.04], [2.38, -6.08, 22.28], [0.16, -4.89, 21.34], [0.09, -5.70, 20.29], [-0.63, -5.34, 22.31], [-0.30, -3.68, 21.01], [0.09, -9.57, 19.21], [-0.15, -9.21, 20.07], [1.02, -9.31, 19.09], [4.30, -7.41, 16.74], [4.24, -6.92, 15.91], [5.19, -7.23, 17.07], [-3.66, -1.81, 17.38], [-4.07, -0.93, 17.44], [-3.56, -2.10, 18.29], [2.87, 2.31, 19.39], [3.60, 2.94, 19.43], [2.98, 1.75, 20.18], [1.90, -9.39, 14.95], [2.25, -9.68, 14.10], [2.08, -8.44, 14.98], [2.84, -9.23, 18.38], [3.25, -10.10, 18.37], [3.28, -8.74, 17.67], [4.98, -3.78, 17.43], [5.55, -3.97, 16.68], [4.57, -2.93, 17.22], [0.84, 1.50, 17.58], [1.59, 2.00, 17.94], [0.37, 1.20, 18.37], [3.70, 0.59, 21.85], [3.68, 1.27, 22.53], [3.64, -0.25, 22.33], [-3.13, -1.72, 14.65], [-3.39, -1.79, 15.59], [-2.24, -1.36, 14.67], [-1.07, -8.65, 16.84], [-0.81, -9.06, 17.69], [-0.59, -9.15, 16.16], [-2.42, -6.88, 15.13], [-2.21, -7.47, 15.88], [-2.71, -7.46, 14.43], [2.09, -6.42, 14.43], [2.62, -6.62, 13.65], [1.22, -6.17, 14.07], [4.04, -1.40, 16.41], [4.12, -0.44, 16.52], [3.48, -1.51, 15.64], [3.15, -6.62, 19.67], [3.15, -6.87, 20.61], [3.12, -7.44, 19.18], [-2.10, -6.56, 18.94], [-1.80, -7.05, 19.71], [-2.70, -7.16, 18.48]], "orbital_gap_ev": 8.28, "energy_ev": -92389.233}